172
Properties=species:S:1:pos:R:3:mulliken_charge:R:1 method="wB97M-V/def2-TZVPD" charge=0 gap_ev=4.5
C -3.77 26.90 22.24 -1.281
C -4.46 26.07 23.41 0.095
C -5.93 25.97 23.16 -0.764
O -6.11 25.35 21.86 -0.331
C -7.35 25.80 21.30 -0.914
N -3.82 24.67 23.52 -0.289
H -3.96 24.37 24.47 0.374
H -4.36 24.06 22.91 0.329
H -2.84 24.79 23.33 0.317
H -3.78 27.96 22.46 0.370
H -4.10 26.67 21.23 0.331
H -2.73 26.60 22.10 0.441
H -4.19 26.40 24.41 0.402
H -6.38 26.96 23.23 0.446
H -6.41 25.26 23.84 0.442
H -8.23 25.55 21.91 0.377
H -7.56 25.20 20.42 0.287
H -7.63 26.83 21.06 0.370
C 1.11 17.04 25.48 -0.910
N -0.36 17.29 25.57 -0.131
C -1.00 16.04 26.36 -0.883
C -0.71 18.57 26.40 -0.814
C -0.92 17.39 24.00 -0.551
C -2.51 17.36 23.80 -0.538
O -3.08 18.45 24.55 -0.485
H 1.30 16.26 24.74 0.401
H 1.57 16.61 26.37 0.350
H 1.54 17.98 25.15 0.428
H -0.47 16.14 27.31 0.440
H -0.75 15.15 25.78 0.358
H -2.08 16.17 26.37 0.355
H -1.72 18.55 26.80 0.378
H -0.56 19.46 25.78 0.304
H 0.05 18.54 27.18 0.424
H -0.44 16.58 23.45 0.374
H -0.66 18.35 23.55 0.444
H -3.10 16.45 23.91 0.390
H -2.45 17.61 22.74 0.324
H -3.73 18.08 25.14 0.342
C 6.22 28.46 22.92 -1.002
N 6.15 27.65 24.17 0.016
C 5.63 26.23 23.86 -0.842
C 7.59 27.56 24.71 -0.900
C 5.31 28.45 25.25 -0.442
C 3.80 28.27 25.23 -0.514
O 3.32 29.22 24.34 -0.506
H 5.25 28.38 22.41 0.375
H 6.85 28.01 22.15 0.414
H 6.69 29.42 23.12 0.412
H 4.56 26.04 23.80 0.326
H 5.97 25.75 24.78 0.409
H 6.07 25.77 22.98 0.323
H 8.03 28.55 24.85 0.404
H 8.35 27.15 24.04 0.358
H 7.58 27.01 25.65 0.408
H 5.71 29.46 25.21 0.360
H 5.59 28.07 26.23 0.410
H 3.34 28.47 26.20 0.417
H 3.42 27.26 25.06 0.245
H 2.39 29.45 24.48 0.327
C -11.21 25.54 34.97 -1.378
C -10.78 26.43 33.76 -0.188
C -11.96 26.59 32.72 -0.895
C -11.72 27.17 31.31 -0.975
N -11.55 28.77 31.19 0.166
C -11.56 29.16 29.66 -0.591
C -10.18 29.01 29.14 -0.807
C -9.21 29.31 30.45 -0.708
C -10.20 29.37 31.65 -0.522
C -12.75 29.49 31.84 -1.063
C -14.16 29.12 31.26 -0.268
C -15.31 29.81 31.98 -1.432
H -11.54 24.52 34.73 0.357
H -12.01 26.05 35.50 0.339
H -10.41 25.47 35.70 0.388
H -9.88 26.08 33.26 0.396
H -10.54 27.44 34.11 0.219
H -12.84 26.95 33.25 0.293
H -12.30 25.61 32.40 0.464
H -12.59 26.93 30.70 0.525
H -10.83 26.73 30.86 0.665
H -12.11 30.07 29.43 0.526
H -12.07 28.34 29.15 0.342
H -9.87 29.78 28.44 0.397
H -10.06 28.01 28.71 0.371
H -8.90 30.34 30.31 0.343
H -8.37 28.63 30.63 0.365
H -10.47 30.42 31.79 0.389
H -9.88 29.06 32.64 0.339
H -12.49 30.54 31.70 0.647
H -12.57 29.37 32.90 0.506
H -14.33 28.05 31.21 0.344
H -14.27 29.33 30.20 0.376
H -16.24 29.58 31.47 0.394
H -15.15 30.87 31.78 0.348
H -15.39 29.60 33.05 0.326
C 0.76 27.73 15.29 -1.249
C 1.53 28.92 14.80 -0.760
C 2.69 28.69 13.90 -0.033
C 3.65 27.71 14.47 -1.081
N 4.72 27.18 13.47 0.535
C 5.73 26.26 14.14 -0.663
C 5.13 24.89 14.42 -0.785
C 4.10 24.72 13.23 -0.660
C 4.04 26.12 12.61 -0.498
C 5.54 28.32 12.83 -1.214
C 6.33 29.32 13.75 -0.275
C 7.40 30.11 12.91 -1.271
H 1.33 27.31 16.12 0.334
H 0.58 27.01 14.50 0.273
H -0.20 27.94 15.77 0.377
H 1.81 29.39 15.74 0.330
H 0.88 29.68 14.35 0.421
H 3.19 29.65 13.80 0.203
H 2.22 28.39 12.96 0.300
H 3.25 26.82 14.96 0.537
H 4.26 28.24 15.19 0.365
H 6.52 26.03 13.43 0.484
H 6.21 26.61 15.06 0.305
H 5.92 24.15 14.37 0.387
H 4.64 24.76 15.38 0.406
H 4.37 23.91 12.54 0.348
H 3.15 24.42 13.67 0.306
H 4.68 26.22 11.73 0.435
H 3.02 26.36 12.31 0.286
H 4.90 28.92 12.18 0.560
H 6.23 27.88 12.11 0.612
H 6.66 28.86 14.67 0.403
H 5.56 30.04 14.04 0.220
H 8.39 29.72 13.15 0.321
H 7.23 31.14 13.22 0.361
H 7.29 30.07 11.82 0.383
C -7.93 21.59 29.25 0.631
F -8.82 21.94 30.11 -0.222
F -7.82 20.28 29.13 -0.242
F -8.31 22.04 28.08 -0.229
S -6.32 22.44 29.79 1.033
O -5.49 22.30 28.56 -0.682
O -6.72 23.81 30.04 -0.627
O -5.86 21.71 30.98 -0.663
C -6.67 31.67 18.15 0.588
F -7.22 31.92 19.30 -0.217
F -5.60 32.54 17.98 -0.243
F -6.43 30.37 18.12 -0.216
S -7.96 31.97 16.77 1.063
O -8.53 33.36 16.96 -0.660
O -7.16 31.79 15.53 -0.669
O -8.89 30.88 17.05 -0.648
C -15.27 25.96 22.61 0.580
F -15.08 27.26 22.61 -0.209
F -16.60 25.86 22.32 -0.239
F -14.51 25.36 21.64 -0.234
S -14.88 24.96 24.27 1.061
O -13.41 24.76 24.28 -0.645
O -15.32 25.97 25.30 -0.696
O -15.69 23.78 24.37 -0.618
C -2.24 33.94 27.82 0.588
F -1.08 33.80 28.40 -0.215
F -3.12 34.62 28.64 -0.250
F -2.14 34.71 26.77 -0.223
S -2.87 32.21 27.20 1.089
O -2.67 31.21 28.27 -0.687
O -4.23 32.41 26.77 -0.646
O -1.95 31.96 26.14 -0.656
C -0.34 22.67 18.80 0.643
F 0.01 22.60 17.56 -0.227
F -1.15 23.67 18.97 -0.221
F -0.85 21.58 19.16 -0.219
S 1.18 22.87 19.85 1.074
O 2.06 21.73 19.55 -0.687
O 1.73 24.10 19.30 -0.681
O 0.78 22.94 21.27 -0.682